Entry from OMol25: a structure of composition C26H41AsO5PRuS4 (ωB97M-V/def2-TZVPD).

**Frontier orbital gap (alpha / beta)**: 0.2322 / 0.2319 hartree
**E_tot**: -153920.4264 eV
**Charge**: -2
**Maximum force**: 0.209 eV Å⁻¹
**2S+1**: 6
**⟨S²⟩**: 8.766
**LUMO (alpha / beta)**: 4.3 / 4.3 eV

The geometry in XYZ format:
```
79
C26H41AsO5PRuS4 (ωB97M-V/def2-TZVPD)
Ru 0.485 -0.022 1.308
O -2.432 -1.857 3.608
C -1.825 -1.687 2.556
O -0.554 -1.541 2.433
C -2.632 -1.738 1.251
C -1.834 -2.224 0.029
C -2.806 -2.735 -1.040
C -3.432 -1.403 -1.532
C -2.648 -0.376 -0.698
O -1.368 -1.002 -0.571
C -3.161 -0.358 0.751
C -2.667 0.910 1.454
O -3.511 1.743 1.790
O -1.402 1.074 1.584
H -3.480 -2.393 1.451
H -0.979 -2.854 0.258
H -3.540 -3.429 -0.628
H -2.263 -3.237 -1.841
H -4.506 -1.336 -1.355
H -3.248 -1.246 -2.596
H -2.533 0.604 -1.159
H -4.249 -0.319 0.785
S 4.937 0.436 0.083
As 3.558 -0.914 0.967
S 2.434 0.078 2.661
S 1.792 -1.153 -0.389
S 4.292 -2.778 1.588
C -2.179 5.888 0.553
C -2.674 4.578 -0.049
C -1.486 3.731 -0.537
C -0.223 3.948 0.326
C -0.677 4.231 1.765
C -1.376 5.598 1.832
P 0.955 2.517 0.181
C 1.247 2.309 -1.651
C 1.411 3.569 -2.539
C 0.962 3.317 -3.985
C 1.427 1.936 -4.436
C 0.706 0.843 -3.625
C 0.204 1.375 -2.280
C 2.571 3.172 0.798
C 2.572 3.535 2.288
C 4.011 3.488 2.815
C 5.010 4.029 1.776
C 4.323 5.022 0.845
C 3.239 4.314 0.010
H -3.012 6.563 0.770
H -1.546 6.403 -0.179
H -3.358 4.766 -0.881
H -3.228 4.014 0.704
H -1.263 3.968 -1.581
H -1.766 2.676 -0.493
H 0.308 4.837 -0.040
H 0.154 4.212 2.463
H -1.361 3.436 2.066
H -0.642 6.394 1.997
H -2.050 5.604 2.693
H 2.192 1.748 -1.643
H 2.460 3.860 -2.563
H 0.865 4.422 -2.130
H 1.364 4.102 -4.632
H -0.129 3.377 -4.066
H 2.508 1.868 -4.273
H 1.265 1.793 -5.507
H 1.380 0.003 -3.439
H -0.143 0.451 -4.194
H -0.007 0.537 -1.620
H -0.736 1.915 -2.421
H 3.214 2.288 0.698
H 1.948 2.849 2.863
H 2.160 4.541 2.418
H 4.260 2.452 3.052
H 4.075 4.066 3.743
H 5.392 3.194 1.183
H 5.869 4.488 2.273
H 5.046 5.499 0.176
H 3.873 5.826 1.438
H 3.705 3.892 -0.881
H 2.503 5.052 -0.322
```

Entry from OMol25: a structure of composition C22H62AsF6N4O10 in a non-equilibrium geometry (ωB97M-V/def2-TZVPD).

**Frontier orbital gap**: 0.3450 hartree
**E_tot**: -127397.0315 eV
**Charge**: -1
**Maximum force**: 3.212 eV Å⁻¹
**2S+1**: 1
**LUMO**: 2.1 eV

The geometry in XYZ format:
```
105
C22H62AsF6N4O10 (ωB97M-V/def2-TZVPD)
As 1.323 -0.463 0.373
F 0.109 0.673 1.062
F 2.614 0.385 1.212
F 2.483 -1.689 -0.266
F 0.077 -1.352 -0.485
F 1.475 0.510 -1.119
F 1.154 -1.525 1.848
C -4.400 7.672 -2.949
C -3.997 7.412 -1.444
C -2.508 7.903 -1.218
O -1.617 6.818 -1.058
C -1.356 5.962 -2.143
N -4.902 8.098 -0.635
H -3.945 6.989 -3.667
H -4.286 8.707 -3.272
H -5.464 7.452 -3.035
H -4.089 6.361 -1.170
H -2.497 8.566 -0.353
H -2.189 8.596 -1.997
H -0.739 6.503 -2.860
H -2.239 5.635 -2.691
H -1.030 5.004 -1.737
H -4.670 7.896 0.326
H -5.894 7.925 -0.713
C 1.023 -6.651 3.908
C 2.164 -7.563 4.478
C 3.552 -7.050 4.123
O 4.594 -7.900 4.716
C 5.871 -7.349 4.409
N 2.028 -7.752 5.927
H 1.265 -6.244 2.927
H 0.819 -5.772 4.520
H -0.012 -6.990 3.962
H 2.165 -8.607 4.166
H 3.689 -6.052 4.539
H 3.678 -6.950 3.045
H 6.667 -7.826 4.981
H 5.954 -6.283 4.619
H 6.252 -7.321 3.388
H 2.924 -8.050 6.284
H 1.499 -8.610 5.987
C 6.886 4.347 -0.824
C 6.152 3.798 0.377
C 4.830 4.623 0.807
O 5.094 5.691 1.714
C 5.257 5.276 3.075
N 6.043 2.345 0.111
H 7.693 3.701 -1.170
H 7.200 5.389 -0.777
H 6.253 4.348 -1.712
H 6.893 3.836 1.175
H 4.142 3.921 1.278
H 4.278 4.998 -0.056
H 5.194 6.102 3.784
H 6.237 4.848 3.288
H 4.471 4.568 3.336
H 5.271 1.961 0.636
H 5.779 2.231 -0.857
C -3.058 -1.913 -6.194
C -2.203 -2.746 -7.195
C -0.718 -2.964 -7.001
O 0.185 -1.872 -7.088
C 0.342 -1.025 -5.896
N -2.930 -4.014 -7.274
H -2.500 -1.113 -5.707
H -3.685 -2.364 -5.425
H -3.754 -1.374 -6.838
H -2.352 -2.276 -8.167
H -0.372 -3.741 -7.683
H -0.644 -3.490 -6.050
H -0.413 -0.275 -5.659
H 1.301 -0.506 -5.905
H 0.438 -1.674 -5.026
H -2.332 -4.753 -7.616
H -3.138 -4.208 -6.304
C 1.462 1.094 6.561
C 0.350 1.989 5.952
O -0.961 1.602 6.331
O 1.359 -0.211 5.986
H 1.316 0.959 7.633
H 2.488 1.451 6.467
H 0.275 2.088 4.869
H 0.427 2.984 6.389
H -1.018 0.678 6.077
H 1.518 -0.268 5.041
C -3.925 -4.997 -1.034
C -5.129 -5.625 -1.792
O -4.795 -6.887 -2.227
O -2.928 -4.525 -1.981
H -3.575 -5.500 -0.132
H -4.290 -4.072 -0.586
H -5.358 -4.855 -2.529
H -6.082 -5.464 -1.289
H -3.889 -6.742 -2.508
H -2.386 -3.768 -1.744
C -4.826 0.902 1.075
C -4.555 1.847 -0.160
O -4.551 1.155 -1.436
O -3.683 -0.012 1.317
H -5.757 0.340 1.001
H -5.074 1.436 1.991
H -3.599 2.358 -0.050
H -5.303 2.638 -0.116
H -4.063 0.346 -1.265
H -2.835 0.322 1.013
```

Entry from OMol25: a cluster of 7 separate species, C22H25F2N5 in total in a non-equilibrium geometry (ωB97M-V/def2-TZVPD).

**Frontier orbital gap**: 0.3326 hartree
**E_tot**: -36102.9776 eV
**Maximum force**: 1.476 eV Å⁻¹
**2S+1**: 1
**LUMO**: 0.0 eV

The geometry in XYZ format:
```
54
C22H25F2N5 (ωB97M-V/def2-TZVPD)
F -0.066 -2.216 1.082
C 0.199 -1.018 0.527
C 1.507 -0.724 0.203
C 1.778 0.462 -0.439
C 0.721 1.334 -0.679
C -0.588 1.043 -0.332
C -0.877 -0.216 0.203
H 2.313 -1.353 0.564
H 2.795 0.676 -0.741
H 0.896 2.323 -1.092
H -1.361 1.783 -0.483
H -1.843 -0.611 0.498
F -7.929 1.698 2.164
C -6.829 1.665 1.386
C -6.870 2.078 0.051
C -5.712 2.026 -0.710
C -4.489 1.756 -0.092
C -4.438 1.379 1.242
C -5.618 1.304 1.959
H -7.826 2.427 -0.323
H -5.817 2.264 -1.759
H -3.607 1.729 -0.721
H -3.485 1.168 1.706
H -5.650 1.023 3.005
C -2.172 -3.556 3.545
C -3.055 -2.575 2.877
N -3.737 -1.816 2.344
H -1.450 -3.884 2.801
H -2.813 -4.354 3.908
H -1.680 -3.072 4.384
C 2.406 -3.829 2.653
C 1.451 -4.813 2.176
N 0.749 -5.655 1.835
H 3.122 -4.227 3.366
H 1.939 -2.933 3.056
H 2.970 -3.488 1.782
C 1.591 3.212 -4.471
C 1.176 4.540 -4.930
N 0.836 5.550 -5.351
H 1.928 2.622 -5.328
H 0.791 2.689 -3.957
H 2.517 3.236 -3.895
C 5.514 0.947 1.441
C 4.854 -0.275 1.870
N 4.379 -1.269 2.193
H 5.814 1.578 2.277
H 4.865 1.583 0.843
H 6.402 0.646 0.886
C 3.901 -0.418 -4.379
C 4.387 -0.528 -3.003
N 4.818 -0.647 -1.950
H 3.266 -1.289 -4.553
H 4.724 -0.452 -5.089
H 3.309 0.476 -4.553
```